Density functional theory data (ωB97M-V/def2-TZVPD) for 16 unconnected molecules or ions with the total composition C48H128O16 in a non-equilibrium geometry.

The relative energy (zero: lowest compared OMol25 entry of this formula, charge and spin) comes out at 99.3 kcal per mole. The value obtained for the frontier orbital gap is 0.37458 Eh. The molar mass is 961.54 g/mol. As for the HOMO energy: -0.3534 Eh. The value obtained for the largest force on an atom is 3.91 eV Å⁻¹.

The geometry in ORCA input format:
```
! wB97M-V def2-TZVPD RIJCOSX def2/J DEFGRID3
* xyz 0 1
C -3.15274 -3.56374 0.24191
H 4.83835 4.03572 1.09932
H 5.06928 0.95859 -4.43542
H 1.35790 -2.18830 -4.56172
H 5.50246 0.51252 -2.83746
H -3.08898 -1.60284 -8.53478
H 3.46666 -2.16474 -0.24970
C -4.43679 4.21427 -3.30553
H -3.98420 1.95539 0.58301
H -5.32742 1.96068 1.78114
H -0.45578 -3.06716 4.87704
C -0.09843 3.96237 6.09127
C -1.72111 0.02650 -2.73011
H 0.54399 3.49367 -3.83667
C 2.35857 3.35876 6.48880
C 1.29866 3.90082 5.49202
C 2.30315 0.69538 -4.14840
H 3.42214 6.06161 0.38827
C -3.07557 4.97944 -3.29508
H 5.05545 -2.59214 4.55929
C -0.11600 -3.73518 -3.96255
C 1.98783 5.14883 -3.61423
C -1.54045 0.43973 -4.16275
C -1.54403 -3.78341 -3.40065
H -5.74838 0.93394 -0.83377
H -0.16891 4.55038 7.01429
H 1.52692 4.88294 5.12718
H 1.34378 -3.58929 0.29801
O -1.03536 -1.20409 5.15619
H -4.86339 3.97623 -4.27286
H 1.51185 0.98830 1.96528
C -1.39526 1.21950 -1.79255
H -1.88877 2.14396 -2.10883
H 2.08296 3.57462 2.54636
H -0.05288 4.66335 2.53831
H 4.63102 -4.81326 -1.14623
O 1.13104 6.22456 -4.02071
H 6.32907 3.05916 0.96020
H -2.96710 5.11451 -2.22453
H -1.97934 -6.47276 4.42503
H 3.62071 5.38267 -5.03980
C 5.33266 3.21251 0.47131
H -0.55968 -3.94905 -9.75044
H 5.07732 -4.06350 0.30446
H 1.43239 -1.90197 6.93212
H 3.10538 -1.49933 7.47491
H -0.82850 4.32416 5.37613
C -4.84010 0.04141 0.92397
H 2.29924 -2.28150 -1.96007
C -3.08654 -1.22430 3.96067
C -2.52444 -4.94585 -0.02051
C 4.51679 -1.94044 5.23867
H 5.11582 -1.76699 6.09707
H -1.99123 -0.39974 -4.72722
H 5.49589 -3.30384 -1.19075
C -1.40691 -2.80942 -8.11220
H -4.62744 -4.59975 1.30904
H -0.13276 6.24081 1.59022
C 2.90341 4.60387 -4.79270
H 1.56338 -2.92474 4.32696
O 0.79269 0.11568 3.81803
H 2.25328 1.77660 -3.77426
H 5.42072 3.55596 -0.59103
H -3.22598 -5.51793 -0.68369
H 1.47107 -0.54301 3.93589
C -5.51487 5.05918 -2.67511
H 2.81909 0.97361 -1.57785
H -0.48231 2.90395 6.21921
H 4.18009 2.28600 2.63709
C -4.61648 -3.85302 0.49015
C -2.49127 -1.25229 5.32302
O -3.67289 -0.64809 0.36273
C 0.81005 0.24197 2.28111
O -1.81777 -2.91281 -6.79018
H 2.98177 -3.37927 5.84409
H -2.06933 -4.68885 -3.38059
H 0.22715 -1.70501 2.05781
C 1.10955 3.99328 -3.08114
H 4.40845 -0.99164 4.70611
O 2.43896 3.98589 1.73158
H 0.43058 -4.04229 -8.38076
O -0.01933 -4.49354 -5.21248
O 1.29774 3.10284 4.29896
C 1.02933 -1.08202 1.64725
C -0.60250 0.80049 1.99021
C -4.44142 1.41205 1.41390
H -1.63676 -3.82016 -6.53723
C 4.55138 1.94305 0.52107
C 4.40054 1.45730 1.95015
H 1.60037 6.80891 -4.60311
H -0.60671 -6.48582 5.50575
H -1.02157 -4.91287 -8.34796
C 3.33293 -3.14744 -0.60592
H -3.39134 -3.33483 -8.76485
H -2.23813 4.41928 -3.67797
H -0.81921 -1.87715 -8.09073
H -4.15827 2.29996 -3.12193
H -4.04046 -0.16391 6.36088
C 2.41234 -1.52098 6.61199
H 2.93718 2.90848 0.43810
H 0.08142 -4.82553 1.93791
H 1.12839 -5.61840 3.01757
O 2.28518 -2.26615 4.22609
H -0.28134 -1.68888 -4.79780
O 2.86005 -3.07052 -1.91785
H 2.30913 -4.96054 0.06737
C 1.85094 5.33694 1.71443
H -3.67495 1.35488 2.19214
H -5.48965 6.10615 -3.05773
H 0.41639 -1.77853 -3.17867
H 2.25063 3.87828 7.39826
C 3.02419 -2.36614 5.47980
C 2.33817 6.14675 0.52056
C 2.39734 -3.92981 0.30733
O 0.07318 -3.93653 4.72102
H -0.70675 -0.48671 4.65790
C 4.68902 0.83355 -3.39787
H 0.88404 -4.39308 -5.57114
O -3.09405 -0.30853 -2.45071
C 3.39517 0.07408 -3.28954
H -2.79635 -1.99575 1.16082
H -2.76590 0.84424 5.77932
H 2.69919 -3.79032 1.41139
H 3.59538 -0.96949 -3.54529
H 1.87691 5.96501 -0.45335
H -1.51459 -3.51505 -2.32482
H 3.35769 3.45797 6.06303
H 1.08699 -1.08500 0.54023
O -2.46940 -2.89499 1.28841
H -5.10105 -4.39567 -0.30664
H -1.57210 -4.30947 3.59830
H -3.50651 -0.19352 -0.50448
H 3.62331 0.69814 2.13112
H 1.35318 0.23703 -4.01893
C 0.35352 -2.32878 -4.09532
H -0.16406 4.70325 0.75763
H -2.42298 -2.36876 -10.00828
H -2.58584 -1.89947 3.27289
H 4.61189 1.83354 -2.99550
H -0.47248 0.49789 -4.51657
H -0.40992 -6.39312 2.37007
H 0.51091 -4.32805 -3.26844
C -0.71938 -4.87345 3.95688
C -1.32620 -5.85638 4.98098
H -2.17612 -3.05981 -3.96863
H -0.34812 1.51051 -1.69293
C 0.04285 -5.48733 2.79662
O 2.93125 0.05789 -1.94288
H 1.10094 2.19963 4.53671
H -3.29702 5.96727 -3.75567
H 1.64115 3.23971 -2.50066
C 4.68361 -3.82610 -0.63970
H -1.65345 0.92839 -0.74721
H -5.21502 5.11448 -1.57413
H 2.22460 4.32474 -5.62089
H -2.69653 -2.16185 5.93649
H 3.38334 3.71949 -4.35347
H -1.88734 -5.38015 5.72657
H -2.39087 -5.50884 0.88528
H -6.51466 4.59954 -2.82310
H 4.95030 1.15025 -0.13435
H -2.41641 -0.32980 7.17658
H -5.16048 -2.95744 0.80236
H -1.57091 -4.91485 -0.54847
H -5.19622 -0.58272 1.81104
C -5.90438 0.11522 -0.14445
H -2.03105 1.41457 -4.38919
H 2.13280 5.82601 2.65683
H -0.74493 1.65392 2.61660
H -3.39332 -0.88193 -3.18791
H -4.15432 -1.56299 4.09101
H 2.25155 -0.55636 6.17838
H 2.08547 2.25984 6.63339
H 2.41992 0.75988 -5.19540
H -3.04881 -2.91520 -0.62390
O -4.21779 3.06541 -2.54142
H 5.36292 0.97568 2.17413
O 3.26443 2.15676 -0.04306
H 2.01809 -1.42284 2.01657
H 0.33452 4.36451 -2.38215
C -0.60500 -3.97727 -8.67047
C 0.28357 5.22851 1.61749
H 2.60786 5.58243 -2.85344
H -0.67339 1.24318 1.03867
H -3.12520 -0.26033 3.62303
H -1.39315 -0.04318 2.13794
C -2.93449 -0.12035 6.22933
H -6.84113 0.20433 0.34570
H -5.99835 -0.81355 -0.73742
H -1.08283 -0.85884 -2.44262
H 2.02591 7.20832 0.74292
C -2.67655 -2.51519 -8.93122
*
```